[1]
14
Properties=species:S:1:pos:R:3:forces:R:3:lowdin_charge:R:1 method="wB97M-V/def2-TZVPD" charge=+1 e_homo_ev="-12.05 / -13.80" multiplicity=3 relative_energy_ev=1.177
H 1.8742 -0.5726 -0.5263 -0.08 2.39 0.63 0.142
S -2.6342 0.7389 -0.1846 0.23 -1.96 -0.41 0.799
H 2.5070 1.1260 -0.8755 -0.44 -0.08 -0.17 0.093
H 2.5592 0.5218 0.7472 -1.76 0.50 -0.11 0.119
H -0.5975 0.6981 1.7424 0.43 0.79 1.05 0.092
C -1.5236 -1.9269 -0.0428 -0.23 -0.36 0.04 0.070
N 0.4913 1.0761 -0.1734 -1.43 -0.49 -1.20 -0.043
C -1.4111 -0.6085 0.1690 -0.05 3.68 0.02 -0.618
H -0.8037 -2.6759 0.3568 -0.45 0.78 -0.50 0.102
H -2.4048 -2.2905 -0.6086 0.63 0.18 0.60 0.095
H -0.0558 0.8268 -1.1440 2.23 1.23 2.24 0.225
C 1.9029 0.5528 -0.1647 1.49 -2.92 -1.35 -0.028
H 0.5388 2.1131 -0.0397 -0.46 -0.89 -0.22 0.190
C -0.4426 0.4208 0.7442 -0.10 -2.85 -0.61 -0.238


[2]
97
Properties=species:S:1:pos:R:3:forces:R:3:lowdin_charge:R:1 method="wB97M-V/def2-TZVPD" charge=-1 e_homo_ev=-4.14 multiplicity=1 relative_energy_ev=1.660
H 3.7804 -5.6679 0.1753 0.01 0.06 0.12 0.025
O 5.4909 -7.8723 -3.2863 0.01 0.28 -0.16 -0.067
H 4.0580 2.4636 -5.5311 -0.07 -0.07 0.17 -0.007
H -1.8413 4.7104 0.0119 -0.46 -0.08 0.25 -0.022
H -1.1459 3.5242 1.7837 0.03 0.02 0.09 0.007
H 1.9203 7.3851 2.7756 0.00 -0.12 -0.07 0.051
H 4.1749 2.8849 2.4168 0.06 -0.02 -0.01 -0.068
H 0.3759 2.0476 -0.7117 1.01 0.42 0.11 0.058
H 3.3894 -1.0079 -6.2813 0.00 -0.02 0.03 0.033
O -8.7977 -4.0683 0.2048 -0.47 -0.07 -0.09 -0.058
C 1.9390 0.9121 -1.7824 0.28 0.50 0.77 -0.731
O -5.3017 8.6208 5.3848 -0.15 -0.01 0.02 -0.060
H 3.1756 -8.6511 -4.6523 0.15 0.08 0.07 0.039
H 0.2556 -0.6710 3.3670 -0.58 0.97 -0.12 0.056
H -3.2761 0.9768 2.7972 0.11 -0.03 0.02 0.014
H -1.0997 -4.3112 -0.2360 -0.04 0.23 0.05 0.052
H 0.5699 7.6023 3.4385 -0.10 -0.02 0.04 0.033
H 5.7405 -4.8089 -0.9309 0.19 0.08 0.01 -0.008
H 2.9230 0.6873 -1.2995 -0.73 0.23 -0.70 0.015
O 4.8303 3.1131 3.0876 -0.07 0.00 0.05 -0.083
H -2.2245 -1.9499 -0.5820 -0.07 0.98 0.71 -0.001
H 5.3698 -7.5949 -4.2027 -0.07 -0.16 -0.02 0.013
O -1.9765 5.0927 3.4108 -0.08 0.51 -0.02 -0.048
H 2.8210 -8.4384 -6.1149 0.06 0.08 -0.05 0.036
H 5.0394 3.3514 -4.7879 -0.03 -0.02 0.04 0.031
H 0.1213 1.1049 3.8178 -0.51 -0.70 -0.71 0.063
H -5.1486 7.6829 5.2242 0.13 0.06 -0.09 0.040
O 3.4827 -8.2126 -5.4539 -0.14 -0.11 0.01 -0.057
C 1.3793 2.2589 -1.1538 -0.20 0.03 -2.00 -0.728
O -2.7776 4.6642 -0.2456 0.10 0.14 -0.29 -0.067
C -2.1548 -1.1342 0.1896 0.76 0.18 0.23 -0.376
H -9.6468 -4.0401 -0.2486 0.02 0.06 0.03 0.042
Ga 0.6860 -0.7067 -1.5772 -0.35 0.21 -0.30 0.250
H 2.3523 3.6610 -2.5287 -1.07 -0.21 -0.16 0.054
P -0.2792 -0.9270 0.5403 -0.25 -0.54 0.49 0.745
C -0.2702 0.2985 3.1316 -0.07 -0.05 -0.82 -0.188
O -1.9104 2.9610 1.9388 -0.43 -0.75 -0.22 -0.089
H 3.7768 -1.2646 -4.8364 -0.02 0.15 0.08 -0.011
O -3.6193 0.4119 3.5030 -0.27 0.15 -0.08 -0.069
O -2.0344 -4.3596 -0.4775 0.03 -0.45 0.11 -0.058
O 4.5965 -4.1888 -3.7745 0.01 -0.32 0.08 -0.050
C -0.0002 0.6241 1.5984 -0.02 -0.30 0.31 -0.521
H -6.5612 -3.4800 -0.3423 -0.05 -0.14 0.01 0.037
H -0.2191 5.3815 -0.4281 0.25 0.02 -0.03 0.046
O 4.1144 3.2952 -5.0475 0.30 0.32 -0.31 -0.119
O -6.1451 -3.6932 0.4981 0.43 -0.05 0.12 -0.053
O -1.4619 6.9737 5.3084 0.21 0.14 0.15 -0.072
Br 2.3388 1.0844 -3.7526 -0.15 -0.36 0.99 0.685
H -2.6076 -0.1724 -0.1625 0.09 -0.93 0.27 0.022
H -1.8801 7.1816 4.4612 -0.28 0.06 0.16 -0.013
O 4.2543 -6.3650 0.6433 -0.19 -0.01 -0.03 -0.053
H 4.5567 2.6089 3.8601 0.02 0.00 -0.02 0.031
H 0.3630 5.7857 0.9187 0.04 0.02 0.27 0.037
H -6.2378 8.7418 5.1962 0.02 0.03 0.05 0.038
O 4.0488 -0.7743 -5.6208 0.14 -0.14 -0.30 -0.117
H -1.9410 4.7023 4.2896 0.05 0.04 0.00 0.056
H 4.0623 -7.1590 0.1342 0.12 0.01 -0.03 0.034
O -0.0673 5.0500 0.4651 -0.14 0.27 -0.10 -0.075
F 2.2991 -2.9477 -0.6158 0.12 -0.20 -1.69 -0.035
H -3.1559 8.4187 2.4493 0.07 -0.15 0.04 0.055
H 0.9889 4.3705 -1.6181 0.09 -0.82 -0.72 0.031
O -5.8700 -6.6034 -1.5194 0.04 -0.07 -0.06 -0.072
O -3.0922 8.5266 3.4049 0.04 0.10 -0.35 -0.051
H -2.1139 -5.1994 -0.9449 0.06 0.11 -0.16 0.045
H 4.0646 -3.5370 -3.2971 0.07 0.07 0.03 0.010
H -2.5998 -1.5126 1.1442 0.05 0.48 -0.90 0.019
H -0.4481 -0.8074 -2.7046 0.17 0.10 0.01 -0.048
C 1.3011 3.4635 -2.1991 0.46 -0.15 1.52 -0.215
F 1.1974 -3.4215 -2.5203 1.78 0.37 0.40 0.000
H -4.8963 -5.4371 0.8156 -0.05 0.29 0.13 0.003
H -2.0301 7.3979 5.9582 0.08 0.09 -0.01 0.038
H -8.6343 -5.0081 0.3423 0.23 0.06 -0.03 0.049
H -0.6528 1.4543 1.1962 1.07 -0.81 0.75 0.032
H 5.9443 -5.0436 -2.4216 0.05 0.52 0.10 -0.008
H 4.1569 -5.0284 -3.5931 -0.14 0.06 -0.16 0.041
H -1.3743 0.1659 3.2599 1.14 0.04 0.29 0.031
H -2.8418 3.8465 -0.7505 -0.05 -0.02 0.08 0.045
O -4.1413 -6.0376 0.8787 -0.03 -0.15 -0.32 -0.072
O 0.9751 7.2737 2.6279 -0.03 0.01 0.00 -0.042
H 6.2471 -2.3452 -0.3195 0.06 -0.14 -0.05 0.052
H -6.0232 -7.5519 -1.4827 0.01 0.02 -0.01 0.028
H 0.6086 3.2381 -3.0426 0.65 0.17 0.68 0.067
O 5.4633 -2.8867 -0.1836 -0.14 0.28 0.08 -0.045
H -2.6572 3.5643 1.8778 0.15 0.19 -0.01 0.024
H 1.1015 0.8380 1.5201 -1.12 0.05 -0.29 0.019
Br 2.6091 2.9251 0.2961 -0.43 -0.25 -0.39 0.692
H -1.1388 5.5609 3.3312 0.07 -0.12 -0.01 0.026
H -3.6008 9.3243 3.5862 -0.06 -0.12 0.26 0.038
H 4.7293 -2.2685 -0.2863 -0.13 -0.18 0.01 0.030
H 5.9559 -7.1302 -2.8748 -0.01 -0.14 0.32 0.006
H -3.8589 1.0299 4.2002 0.05 -0.02 0.00 0.033
H -3.3754 -5.4652 0.7256 -0.03 0.17 0.08 0.011
H -6.7166 -3.2793 1.1511 -0.01 -0.02 -0.02 0.036
F 3.0814 -2.0651 -2.5210 -0.56 -1.44 0.10 -0.044
O 6.3243 -5.2568 -1.5585 0.01 -0.49 -0.33 -0.077
C 1.8869 -2.4167 -1.8544 -1.21 1.45 1.30 -0.528
H -5.0738 -6.4742 -0.9811 -0.07 0.02 0.17 0.000